one | The following is a quantum chemistry calculation of a molecular structure, C40H34Cl4FN8O4S4Ta, from the OMol25 dataset.

Computed properties:
Multiplicity: 1
Total charge: +2
Highest occupied orbital energy, eV: -9.574
Kohn-Sham gap, eV: 2.9107

Each line ends with the Mulliken charge.
CARTESIAN COORDINATES (ANGSTROEM)
Ta -19.707 -7.501 -9.870  2.590
Cl -15.862 -4.635 -8.657  -0.181
C -15.757 -6.055 -9.614  0.330
C -14.523 -6.455 -10.187  -0.409
C -14.511 -7.627 -10.967  0.407
Cl -13.013 -8.304 -11.486  -0.210
C -15.698 -8.291 -11.416  -0.342
C -15.793 -9.283 -12.422  -0.512
C -17.045 -9.786 -12.786  -1.301
C -18.218 -9.355 -12.174  0.151
N -18.137 -8.490 -11.165  0.344
C -16.920 -7.948 -10.781  0.075
C -16.907 -6.826 -9.888  0.207
O -18.096 -6.378 -9.387  -0.585
H -13.624 -5.874 -10.069  0.506
H -14.918 -9.655 -12.910  0.508
H -17.101 -10.535 -13.562  0.484
H -19.191 -9.691 -12.507  0.221
F -18.217 -13.176 -7.976  -0.348
C -18.812 -12.309 -7.081  0.622
C -18.669 -10.961 -7.208  -1.068
C -19.692 -10.115 -6.635  0.211
C -20.061 -8.904 -7.287  0.526
O -19.249 -8.504 -8.267  -0.390
C -21.223 -8.207 -6.824  0.147
C -21.805 -8.483 -5.617  -0.218
N -21.515 -9.731 -5.004  0.641
C -21.897 -10.009 -3.675  -0.313
C -23.184 -10.834 -3.403  -0.424
C -23.202 -9.427 -3.109  -0.758
C -20.575 -10.617 -5.628  -0.734
C -20.573 -12.000 -5.420  -0.065
C -19.774 -12.884 -6.171  -0.277
N -19.989 -14.259 -6.086  0.328
C -18.928 -15.233 -5.935  -0.483
C -19.249 -16.615 -6.456  -0.873
N -20.527 -17.097 -5.857  -0.117
C -21.632 -16.133 -6.089  -0.983
C -21.311 -14.716 -5.702  -0.641
C -21.918 -7.369 -7.797  -0.396
O -22.686 -6.495 -7.433  -0.648
O -21.525 -7.602 -9.090  -0.451
H -17.866 -10.548 -7.797  0.581
H -22.649 -7.900 -5.236  0.468
H -21.152 -10.211 -2.900  0.430
H -23.001 -11.482 -2.536  0.313
H -23.627 -11.133 -4.357  0.297
H -23.109 -9.083 -2.075  0.268
H -23.702 -8.797 -3.859  0.252
H -21.202 -12.528 -4.719  0.619
H -18.608 -15.357 -4.875  0.292
H -18.022 -14.880 -6.490  0.354
H -18.449 -17.289 -6.176  0.437
H -19.323 -16.621 -7.557  0.334
H -20.388 -17.227 -4.829  0.430
H -20.778 -18.041 -6.211  0.375
H -22.480 -16.518 -5.517  0.417
H -21.871 -16.220 -7.190  0.379
H -21.475 -14.538 -4.597  0.468
H -22.080 -14.103 -6.164  0.488
Cl -20.651 -10.717 -10.228  0.049
C -21.483 -10.564 -11.772  0.184
C -21.919 -11.770 -12.294  -0.614
C -22.671 -11.771 -13.475  -0.695
C -22.979 -10.551 -14.084  -0.420
C -22.451 -9.351 -13.629  -0.213
Cl -22.800 -7.920 -14.549  -0.141
C -21.625 -9.342 -12.488  0.318
S -20.844 -7.747 -12.078  0.071
H -21.711 -12.706 -11.747  0.367
H -23.173 -12.681 -13.805  0.351
H -23.587 -10.500 -15.022  0.374
N -19.998 -5.204 -8.637  -0.416
N -20.354 -5.397 -10.003  -0.146
H -20.776 -4.846 -8.084  0.245
H -19.169 -4.637 -8.488  0.224
H -19.698 -4.908 -10.662  0.141
H -21.334 -5.229 -10.246  0.197
S -22.540 -2.406 -16.285  -0.326
C -21.863 -3.106 -14.897  0.161
S -20.221 -3.741 -15.015  -0.128
C -20.353 -4.439 -13.376  0.130
N -21.530 -4.176 -12.790  -0.338
N -22.337 -3.381 -13.644  0.301
C -23.589 -2.951 -13.143  0.717
C -24.035 -3.552 -11.923  0.050
C -25.355 -3.303 -11.509  -0.581
C -26.216 -2.548 -12.304  -0.336
C -25.753 -1.942 -13.505  -0.677
C -24.405 -2.015 -13.802  -0.660
S -19.013 -5.281 -12.860  -0.425
H -23.310 -4.197 -11.390  0.047
H -25.733 -3.740 -10.601  0.372
H -27.239 -2.416 -11.999  0.378
H -26.414 -1.267 -14.091  0.322
H -23.966 -1.463 -14.621  0.351

***

two | The following is a quantum chemistry calculation of a molecular structure, C40H34Cl4FN8O4S4Ta, from the OMol25 dataset.

Computed properties:
Multiplicity: 1
Total charge: +2
Highest occupied orbital energy, eV: -10.581
Kohn-Sham gap, eV: 4.3702

Each line ends with the Mulliken charge.
CARTESIAN COORDINATES (ANGSTROEM)
Ta -0.239 1.564 -1.466  0.926
Cl -2.504 2.435 1.782  -0.104
C -2.700 0.742 1.617  0.436
C -3.207 0.069 2.759  -0.623
C -3.369 -1.268 2.693  0.344
Cl -3.775 -2.049 4.183  -0.230
C -3.200 -2.006 1.456  0.725
C -3.636 -3.321 1.288  -0.928
C -3.223 -4.043 0.184  -0.548
C -2.516 -3.381 -0.874  -0.380
N -2.310 -2.076 -0.784  -0.225
C -2.683 -1.320 0.276  0.078
C -2.291 0.043 0.424  -0.244
O -1.645 0.695 -0.551  0.025
H -3.415 0.593 3.709  0.446
H -4.204 -3.827 2.079  0.423
H -3.538 -5.084 0.025  0.417
H -2.202 -3.940 -1.764  0.472
F 0.595 -4.498 1.072  -0.316
C 1.641 -3.612 1.091  0.666
C 1.494 -2.422 0.354  -1.306
C 2.206 -1.320 0.780  0.087
C 1.794 0.008 0.253  1.684
O 0.886 -0.008 -0.678  -0.217
C 2.588 1.130 0.649  -0.230
C 3.620 0.946 1.532  -0.313
N 4.159 -0.325 1.753  0.412
C 5.558 -0.494 1.978  -0.090
C 6.096 -1.015 3.313  -0.653
C 6.270 0.399 3.013  -0.750
C 3.334 -1.499 1.554  0.047
C 3.605 -2.737 2.106  -0.694
C 2.753 -3.874 1.909  -0.790
N 2.844 -5.039 2.615  0.233
C 2.524 -6.331 2.001  -0.386
C 1.772 -7.253 2.952  -0.715
N 2.529 -7.320 4.231  -0.235
C 2.703 -5.965 4.937  -0.854
C 3.428 -5.019 3.958  -0.463
C 2.239 2.520 0.185  0.103
O 2.909 3.495 0.388  -0.571
O 1.031 2.583 -0.495  0.096
H 0.799 -2.340 -0.492  0.640
H 4.082 1.788 2.044  0.461
H 6.295 -0.834 1.186  0.211
H 7.017 -1.503 3.146  0.309
H 5.332 -1.326 4.078  0.345
H 7.285 0.600 2.659  0.280
H 5.726 1.132 3.627  0.311
H 4.514 -2.861 2.734  0.684
H 3.485 -6.802 1.575  0.195
H 1.908 -6.190 1.079  0.366
H 1.716 -8.285 2.569  0.372
H 0.753 -6.931 3.200  0.368
H 3.498 -7.657 4.062  0.430
H 2.145 -8.067 4.904  0.395
H 3.330 -6.192 5.819  0.388
H 1.695 -5.660 5.200  0.388
H 4.537 -5.286 3.947  0.300
H 3.315 -4.012 4.410  0.431
Cl -3.349 0.616 -4.254  -0.152
C -2.094 -0.003 -5.292  0.288
C -2.467 -0.301 -6.601  -0.636
C -1.516 -0.821 -7.468  -0.414
C -0.143 -0.707 -7.221  -0.600
C 0.253 -0.213 -5.999  0.287
Cl 1.942 0.004 -5.683  -0.189
C -0.705 -0.062 -4.936  -0.017
S -0.141 -0.203 -3.296  -0.206
H -3.493 -0.186 -6.922  0.441
H -1.868 -1.314 -8.408  0.338
H 0.646 -0.995 -7.937  0.398
N 0.771 3.912 -2.676  -0.281
N 1.004 2.599 -3.200  -0.412
H 0.786 4.632 -3.363  0.211
H 1.536 4.074 -1.970  0.181
H 1.970 2.423 -3.443  0.197
H 0.391 2.430 -3.979  0.319
S -2.338 7.457 1.444  -0.332
C -2.462 6.381 0.218  0.064
S -1.313 5.064 0.016  0.017
C -2.234 4.489 -1.377  0.165
N -3.254 5.253 -1.703  -0.759
N -3.333 6.325 -0.877  0.633
C -4.346 7.293 -1.229  0.956
C -5.357 6.816 -2.097  -0.480
C -6.411 7.677 -2.406  -0.415
C -6.610 8.871 -1.715  -0.513
C -5.606 9.287 -0.851  -0.545
C -4.443 8.552 -0.669  -0.595
S -1.988 3.046 -2.378  -0.217
H -5.305 5.819 -2.505  0.397
H -7.113 7.419 -3.231  0.314
H -7.509 9.472 -1.832  0.380
H -5.627 10.267 -0.395  0.356
H -3.629 8.876 -0.001  0.191

***

Q: Which of them is the least stable? A: two.

***

one | The following is a quantum chemistry calculation of 2 unconnected molecules or ions with the total composition C4H12O2S, from the OMol25 dataset.

Computed properties:
Multiplicity: 1
SMILES: OCCCCS.O
Highest occupied orbital energy, eV: -8.862
Kohn-Sham gap, eV: 9.1766

Each line ends with the Mulliken charge.
CARTESIAN COORDINATES (ANGSTROEM)
O -1.051 1.147 2.617  -0.547
C 0.154 0.399 2.440  -0.558
C 0.886 0.871 1.160  -0.492
C 0.609 -0.051 -0.036  -0.284
C 0.924 0.751 -1.318  -0.671
S 0.327 -0.113 -2.815  -0.235
H -1.727 0.754 2.062  0.314
H 0.778 0.393 3.333  0.363
H -0.104 -0.664 2.333  0.205
H 1.959 0.869 1.341  0.351
H 0.535 1.887 1.006  0.351
H -0.436 -0.363 -0.081  0.078
H 1.113 -1.007 0.110  0.330
H 0.356 1.667 -1.230  0.367
H 2.002 0.773 -1.413  0.361
H -0.917 -0.423 -2.410  0.092
O -1.389 -2.413 0.575  -0.613
H -1.800 -3.273 0.740  0.298
H -1.958 -1.688 0.841  0.289

***

two | The following is a quantum chemistry calculation of 2 unconnected molecules or ions with the total composition C4H12O2S, from the OMol25 dataset.

Computed properties:
Multiplicity: 1
SMILES: OCCCCS.O
Highest occupied orbital energy, eV: -9.169
Kohn-Sham gap, eV: 9.7703

Each line ends with the Mulliken charge.
CARTESIAN COORDINATES (ANGSTROEM)
O 0.980 2.433 -0.212  -0.559
C 1.069 1.519 0.899  -0.321
C 1.707 0.258 0.280  -0.699
C 0.707 -0.800 -0.189  -0.618
C -0.028 -1.716 0.793  -0.575
S -1.107 -2.926 -0.084  -0.222
H 0.592 3.269 0.080  0.311
H 1.773 1.880 1.650  0.288
H 0.086 1.309 1.336  0.273
H 2.531 -0.140 0.902  0.394
H 2.247 0.620 -0.620  0.301
H 1.192 -1.463 -0.932  0.373
H 0.039 -0.245 -0.854  0.296
H 0.581 -2.212 1.531  0.386
H -0.675 -1.009 1.329  0.259
H -2.025 -2.116 -0.623  0.115
O -1.726 3.296 -1.113  -0.644
H -1.141 3.044 -1.831  0.331
H -1.629 2.616 -0.443  0.310

***

Q: Which of them is the least stable? A: one.

***

one | The following is a quantum chemistry calculation of 2 unconnected molecules or ions with the total composition C4H3N, from the OMol25 dataset.

Computed properties:
Multiplicity: 1
Highest occupied orbital energy, eV: -9.482
Kohn-Sham gap, eV: 5.7934

Each line ends with the Mulliken charge.
CARTESIAN COORDINATES (ANGSTROEM)
C 1.120 0.251 -0.175  0.288
C -2.945 0.235 0.873  -0.066
C -1.887 -0.198 0.422  -0.396
C 2.073 0.175 -1.007  -0.377
N 0.321 -0.374 0.564  -0.385
H -1.360 -0.715 -0.400  0.260
H -0.104 0.065 1.337  0.277
H 2.782 0.561 -1.616  0.399

***

two | The following is a quantum chemistry calculation of C4H3N in the gas phase, from the OMol25 dataset.

Computed properties:
Multiplicity: 1
SMILES: CC#CC#N
Highest occupied orbital energy, eV: -10.384
Kohn-Sham gap, eV: 10.9748

Each line ends with the Mulliken charge.
CARTESIAN COORDINATES (ANGSTROEM)
C -0.568 -1.008 -0.984  -1.125
C 0.024 -0.013 -0.072  0.773
C 0.465 0.918 0.602  0.077
C 0.877 1.843 1.552  -0.212
N 1.076 2.442 2.511  -0.376
H -1.564 -0.900 -1.386  0.310
H 0.263 -1.257 -1.738  0.256
H -0.573 -2.025 -0.485  0.297

***

Q: Which of them is the least stable? A: one.